# 1
Entry from OMol25: one molecule with the formula C4H6N2 (ωB97M-V/def2-TZVPD).

Last column: Löwdin charge in e.
CARTESIAN COORDINATES (ANGSTROEM)
1 C 0.083 0.242 -1.022  -0.150
2 N -0.666 1.336 -1.512  -0.139
3 N 0.449 -0.251 1.413  0.052
4 H 0.328 -1.954 2.678  0.070
5 H -1.634 2.997 -1.173  0.002
6 C -1.110 2.197 -0.629  0.016
7 C 0.133 0.088 0.292  -0.149
8 H 0.075 -2.286 0.922  0.082
9 H 1.673 -1.819 1.536  0.086
10 H 0.786 -0.293 -1.646  0.106
11 H -0.715 1.414 -2.526  0.132
12 C 0.596 -1.671 1.666  -0.107

Results
* Kohn-Sham gap: 8.59 eV
* relative energy (zero: lowest compared OMol25 entry of this formula, charge and spin): 115.42 kcal/mol
* LUMO: 0.60 eV

# 2
Entry from OMol25: one molecule with the formula C4H6N2 (ωB97M-V/def2-TZVPD).

Last column: Löwdin charge in e.
CARTESIAN COORDINATES (ANGSTROEM)
1 N 1.547 -0.498 0.369  -0.044
2 C -1.885 0.500 0.064  0.025
3 N 1.807 0.453 -0.550  -0.026
4 C 0.831 0.798 0.328  -0.206
5 H -2.048 1.537 0.464  0.083
6 H 0.376 -1.633 -0.944  0.132
7 C 0.206 -1.164 0.076  -0.148
8 C -0.654 0.019 -0.025  -0.197
9 H 1.541 0.451 -1.533  0.125
10 H -0.145 -1.748 0.875  0.104
11 H 1.053 1.539 1.009  0.099
12 H -2.629 -0.256 -0.135  0.053

Results
* Kohn-Sham gap: 10.11 eV
* relative energy (zero: lowest compared OMol25 entry of this formula, charge and spin): 122.69 kcal/mol
* SMILES: C=C1CN2N[C@@H]12
* LUMO: 1.00 eV

# 3
Entry from OMol25: one molecule with the formula C4H6N2 (ωB97M-V/def2-TZVPD).

Last column: Löwdin charge in e.
CARTESIAN COORDINATES (ANGSTROEM)
1 H 2.167 -1.527 0.385  0.109
2 H -2.594 -0.565 -0.004  0.077
3 N -2.072 0.245 -0.316  0.062
4 H 0.135 2.156 -0.073  0.108
5 C 0.243 1.085 0.020  -0.092
6 C 0.053 -1.155 -0.067  -0.073
7 H -2.426 1.053 0.186  0.079
8 N 1.478 0.511 0.280  -0.005
9 H -0.018 -2.021 -0.703  0.096
10 C -0.680 0.079 -0.133  -0.344
11 H 2.365 0.975 0.192  0.141
12 C 1.349 -0.837 0.234  -0.159

Results
* Kohn-Sham gap: 8.73 eV
* relative energy (zero: lowest compared OMol25 entry of this formula, charge and spin): 22.63 kcal/mol
* SMILES: Nc1cc[nH]c1
* LUMO: 1.13 eV